Molecular formula: C43H30Cl2NO3RuS5Sb
Method: DFT, wB97M-V/def2-TZVPD

```
86
Properties=species:S:1:pos:R:3:mulliken_spin:R:1
Ru 1.5514 1.5551 0.6842 3.354
S 2.3317 4.1073 5.8496 0.030
Sb 1.2481 2.6349 4.6170 0.003
S 2.9433 2.1054 2.7426 0.141
S 1.5208 3.6014 2.2281 0.119
C 1.1754 5.3082 -2.1302 0.002
C 0.7631 3.8677 -1.9844 0.069
C -0.0144 3.4534 -0.9035 -0.062
C -0.4297 2.1312 -0.7572 0.160
C -0.0508 1.2024 -1.7332 -0.134
C 0.7163 1.5932 -2.8154 0.042
C 1.1148 2.9212 -2.9346 -0.007
S -0.5895 -0.5244 -1.7520 0.000
O -0.4800 -0.9566 -3.1729 0.001
C -2.2770 -0.0469 -1.4013 0.003
C -2.9004 0.8415 -2.3206 0.000
C -4.1207 1.3542 -2.0380 0.001
C -4.7538 1.0611 -0.7936 0.000
C -5.9864 1.6641 -0.4449 0.000
C -6.5725 1.4121 0.7611 0.000
C -5.9411 0.5456 1.6802 0.000
C -4.7630 -0.0649 1.3589 0.000
C -4.1416 0.1645 0.1043 0.000
C -2.8938 -0.4650 -0.2584 0.012
C -2.4577 -1.6110 0.6090 0.001
C -3.3194 -2.7680 0.5499 -0.001
C -4.2640 -2.9377 -0.4994 0.000
C -5.0717 -4.0352 -0.5454 0.000
C -4.9927 -5.0242 0.4612 0.000
C -4.0834 -4.8979 1.4687 0.000
C -3.2171 -3.7775 1.5271 0.001
C -2.2443 -3.6501 2.5545 0.001
C -1.3620 -2.6223 2.5379 -0.003
C -1.4447 -1.6184 1.5331 0.049
S -0.1092 -0.4073 1.5846 -0.018
O -0.2767 0.4593 2.7942 0.023
C 1.1977 -1.5679 1.9352 -0.018
C 1.8966 -1.3860 3.1106 -0.001
C 2.9335 -2.2636 3.4144 0.003
C 3.2581 -3.3093 2.5618 -0.003
C 4.3819 -4.2564 2.8842 0.000
C 2.5224 -3.4643 1.3833 0.003
C 1.4972 -2.6005 1.0591 -0.002
H 1.1229 5.8337 -1.1765 0.000
H 0.5259 5.8316 -2.8350 0.000
H 2.1958 5.3858 -2.5075 0.000
H -0.3345 4.1803 -0.1667 0.004
H -1.1927 1.9007 -0.0238 0.009
H 0.9775 0.8550 -3.5636 0.001
H 1.7144 3.2183 -3.7883 0.000
H -2.3823 1.0827 -3.2410 0.002
H -4.6163 2.0184 -2.7360 0.000
H -6.4488 2.3402 -1.1542 0.000
H -7.5127 1.8816 1.0192 0.000
H -6.3903 0.3665 2.6484 0.000
H -4.2884 -0.7178 2.0802 0.000
H -4.3279 -2.1959 -1.2834 0.000
H -5.7721 -4.1511 -1.3620 0.000
H -5.6478 -5.8848 0.4228 0.000
H -3.9998 -5.6580 2.2363 0.000
H -2.1934 -4.4043 3.3308 0.000
H -0.5848 -2.5511 3.2876 0.000
H 1.6397 -0.5650 3.7671 -0.002
H 3.4972 -2.1243 4.3295 -0.001
H 4.8298 -4.0247 3.8495 0.000
H 5.1659 -4.2016 2.1267 0.000
H 4.0283 -5.2883 2.9125 0.000
H 2.7740 -4.2650 0.6981 0.000
H 0.9571 -2.7163 0.1272 0.000
Cl 3.0706 -2.3979 -2.2171 0.002
C 3.7198 -0.7875 -2.2429 0.046
C 4.6984 -0.4759 -3.2045 -0.006
C 5.2278 0.7745 -3.2868 0.016
Cl 6.4350 1.1236 -4.4974 0.002
C 4.7916 1.7905 -2.4038 0.003
C 5.2665 3.1215 -2.4005 0.004
C 4.7680 4.0164 -1.4998 -0.002
C 3.7714 3.5980 -0.5969 -0.022
N 3.3106 2.3715 -0.5815 0.099
C 3.8076 1.4568 -1.4554 -0.037
C 3.2447 0.1445 -1.3408 -0.022
O 2.3320 -0.0985 -0.4406 0.130
H 5.0258 -1.2478 -3.8877 0.000
H 6.0255 3.4143 -3.1140 0.001
H 5.1225 5.0376 -1.4691 -0.001
H 3.3512 4.2836 0.1309 0.004
```

Results
LUMO level (spin up / spin down): -0.374 / -0.850 eV
HOMO (spin up / spin down): -7.120 / -7.844 eV
2S+1: 5
frontier orbital gap (spin up / spin down): 6.75 / 6.99 eV